[1]
A structure of composition C35H39GeIrN5, computed with ωB97M-V with the def2-TZVPD basis set.

The geometry in XYZ format:
```
81
Properties=species:S:1:pos:R:3
Ir 1.04 -0.86 -0.67
N 2.23 -2.96 -2.88
C 0.94 -3.28 -2.53
C 0.46 -4.56 -2.82
C -0.86 -4.84 -2.56
C -1.70 -3.85 -2.05
C -1.15 -2.62 -1.77
N 0.16 -2.35 -1.98
C 2.89 -1.74 -2.90
C 3.95 -1.63 -3.81
C 4.70 -0.48 -3.86
C 4.40 0.56 -2.98
C 3.36 0.38 -2.10
N 2.59 -0.74 -2.05
H 2.71 -3.68 -3.40
H 1.12 -5.30 -3.25
H -1.25 -5.83 -2.78
H -2.75 -4.02 -1.87
H -1.74 -1.80 -1.40
H 4.17 -2.46 -4.46
H 5.51 -0.39 -4.57
H 4.96 1.47 -2.96
H 3.14 1.13 -1.36
C 0.58 0.89 -0.77
Ge -1.15 1.81 -0.39
C -1.85 1.09 1.29
C -1.82 1.78 2.50
C -2.35 1.22 3.65
C -2.94 -0.03 3.62
C -2.97 -0.74 2.42
C -2.42 -0.18 1.27
C -0.59 3.66 -0.34
C -1.16 4.60 0.52
C -0.70 5.91 0.54
C 0.32 6.30 -0.30
C 0.88 5.39 -1.18
C 0.43 4.08 -1.20
C -2.37 1.39 -1.83
C -1.94 1.45 -3.16
C -2.80 1.16 -4.21
C -4.11 0.78 -3.94
C -4.56 0.71 -2.63
C -3.69 1.00 -1.58
H 1.42 1.58 -0.96
H -1.37 2.77 2.56
H -2.34 1.79 4.58
H -3.38 -0.45 4.51
H -3.46 -1.71 2.37
H -2.50 -0.73 0.34
H -2.00 4.33 1.15
H -1.16 6.62 1.22
H 0.68 7.33 -0.28
H 1.66 5.71 -1.86
H 0.86 3.40 -1.92
H -0.92 1.77 -3.39
H -2.45 1.22 -5.23
H -4.78 0.56 -4.76
H -5.58 0.43 -2.42
H -4.06 0.96 -0.57
C 1.77 -1.50 5.31
C 0.58 -0.93 4.54
N 0.81 -0.91 3.07
C 1.57 0.24 2.57
C 3.01 -0.10 2.22
C 0.37 -1.88 2.30
C -0.31 -3.06 2.93
N 0.46 -1.90 0.97
H 1.50 -1.59 6.36
H 2.63 -0.84 5.24
H 2.06 -2.48 4.94
H 0.40 0.10 4.82
H -0.34 -1.47 4.74
H 1.54 1.00 3.35
H 1.03 0.66 1.72
H 3.53 -0.54 3.07
H 3.54 0.81 1.93
H 3.07 -0.80 1.39
H -1.34 -2.80 3.19
H 0.19 -3.39 3.84
H -0.34 -3.89 2.23
H -0.03 -2.72 0.64
```

## Properties
Multiplicity: 2
Total charge: +2
F_max: 1.1 eV/A
ΔE to the lowest compared entry with this formula, charge and spin: 0.0 kcal per mole
E_LUMO (spin up / spin down): -6.07 / -6.75 eV
Highest occupied orbital energy (spin up / spin down): -13.53 / -13.54 eV
Kohn-Sham gap (spin up / spin down): 7.47 / 6.79 eV


[2]
A structure of composition C35H40N5O4S2SiY, computed with ωB97M-V with the def2-TZVPD basis set.

The geometry in XYZ format:
```
88
Properties=species:S:1:pos:R:3
Y 0.28 -0.31 -0.06
O 5.38 4.67 1.58
C 4.56 4.24 2.41
O 4.36 4.55 3.60
C 3.62 3.15 1.87
C 3.74 2.70 0.55
C 2.92 1.69 0.10
N 1.98 1.14 0.88
C 1.83 1.58 2.14
C 2.64 2.57 2.66
C 0.74 0.92 2.92
C 0.31 1.40 4.14
C -0.71 0.73 4.80
C -1.28 -0.39 4.22
C -0.81 -0.80 2.98
N 0.18 -0.16 2.36
C 3.02 1.12 -1.27
C 4.10 1.39 -2.10
C 4.16 0.78 -3.34
C 3.15 -0.09 -3.73
C 2.11 -0.30 -2.85
N 2.04 0.29 -1.66
H 4.50 3.19 -0.04
H 2.57 2.94 3.68
H 0.75 2.29 4.58
H -1.07 1.10 5.75
H -2.08 -0.94 4.69
H -1.23 -1.65 2.47
H 4.88 2.06 -1.78
H 5.00 0.97 -4.00
H 3.16 -0.60 -4.68
H 1.29 -0.96 -3.11
O -3.43 -2.94 -0.44
C -2.92 -4.20 -0.39
C -3.78 -5.30 -0.48
C -3.30 -6.59 -0.44
C -1.93 -6.81 -0.31
C -1.08 -5.73 -0.21
C -1.54 -4.41 -0.25
C -0.54 -3.31 -0.14
O -0.97 -2.09 -0.09
N 0.71 -3.64 -0.09
N 1.53 -2.51 0.06
C 2.76 -2.84 0.23
S 3.34 -4.48 0.13
C 5.01 -4.09 0.71
C 5.37 -2.69 0.25
S 3.96 -1.63 0.67
H -4.39 -3.01 -0.55
H -4.84 -5.11 -0.59
H -3.99 -7.42 -0.52
H -1.54 -7.82 -0.27
H -0.02 -5.89 -0.10
H 5.69 -4.83 0.27
H 5.05 -4.16 1.79
H 5.56 -2.65 -0.82
H 6.24 -2.30 0.78
C -1.55 3.01 1.08
Si -1.72 1.75 -0.35
C -1.37 2.78 -1.95
C -2.44 3.79 -2.35
C -0.07 3.56 -1.70
C -1.12 1.86 -3.14
C -3.57 1.17 -0.23
C -4.57 2.30 0.05
C -3.64 0.19 0.95
C -4.00 0.42 -1.48
H -2.17 3.90 0.92
H -0.52 3.35 1.22
H -1.87 2.56 2.03
H -2.72 4.46 -1.52
H -3.35 3.30 -2.70
H -2.09 4.43 -3.17
H -0.18 4.33 -0.94
H 0.26 4.05 -2.62
H 0.75 2.90 -1.38
H -1.99 1.26 -3.41
H -0.30 1.16 -2.95
H -0.82 2.43 -4.03
H -4.32 2.85 0.96
H -5.57 1.87 0.20
H -4.64 3.02 -0.76
H -3.35 0.67 1.89
H -3.02 -0.69 0.79
H -4.67 -0.17 1.08
H -4.06 1.07 -2.36
H -5.01 0.00 -1.34
H -3.34 -0.42 -1.72
```

## Properties
F_max: 0.7 eV/A
ΔE to the lowest compared entry with this formula, charge and spin: 1.0 kcal per mole
E_LUMO: -1.18 eV
Highest occupied orbital energy: -7.27 eV
Kohn-Sham gap: 6.09 eV


[3]
A structure of composition C35H41IN4O3Ti, computed with ωB97M-V with the def2-TZVPD basis set.

The geometry in XYZ format:
```
85
Properties=species:S:1:pos:R:3
Ti 0.56 -1.03 0.95
C -1.70 -4.09 3.26
C -0.53 -3.87 4.23
C 0.49 -5.00 4.08
C 0.07 -2.49 4.06
C -0.47 -1.41 4.74
C 0.05 -0.13 4.59
C 1.18 0.10 3.81
C 1.86 1.44 3.79
C 1.75 -0.99 3.13
C 1.16 -2.25 3.22
H -2.11 -5.09 3.38
H -1.36 -3.98 2.23
H -2.50 -3.37 3.45
H -0.93 -3.91 5.25
H 0.80 -5.10 3.03
H 0.05 -5.94 4.39
H 1.39 -4.82 4.68
H -1.32 -1.57 5.40
H -0.39 0.70 5.13
H 2.69 1.46 4.50
H 1.17 2.24 4.06
H 2.28 1.65 2.80
H 2.72 -0.87 2.66
H 1.63 -3.08 2.70
C -1.52 5.49 -3.34
O -0.94 4.27 -2.90
C -0.79 3.28 -3.82
C -1.16 3.37 -5.15
C -0.99 2.27 -6.00
C -0.48 1.09 -5.50
C -0.12 0.99 -4.15
C -0.24 2.09 -3.31
N 0.07 2.10 -1.94
C 0.66 1.10 -1.21
N 1.70 0.49 -1.79
C 2.69 -0.38 -1.22
C 2.53 -1.04 -0.02
C 3.66 -1.80 0.36
C 4.80 -1.92 -0.41
C 4.90 -1.26 -1.63
C 3.83 -0.48 -2.04
O 3.80 0.23 -3.22
C 4.89 0.08 -4.10
N 0.23 0.82 0.01
C -0.95 1.51 0.40
C -0.94 2.32 1.52
C -2.10 2.95 1.97
C -3.28 2.77 1.28
C -3.32 1.96 0.14
C -2.16 1.33 -0.29
O -2.10 0.52 -1.38
C -3.15 0.61 -2.33
H -1.55 6.14 -2.47
H -2.53 5.33 -3.72
H -0.90 5.95 -4.12
H -1.58 4.29 -5.54
H -1.27 2.35 -7.04
H -0.36 0.23 -6.14
H 0.25 0.05 -3.77
H -0.48 2.76 -1.41
H 2.01 0.92 -2.65
H 3.63 -2.37 1.29
H 5.62 -2.54 -0.07
H 5.79 -1.35 -2.24
H 4.66 0.67 -4.98
H 5.03 -0.97 -4.38
H 5.81 0.45 -3.64
H 0.00 2.46 2.04
H -2.07 3.58 2.85
H -4.19 3.26 1.60
H -4.24 1.84 -0.41
H -2.82 0.03 -3.19
H -3.32 1.65 -2.62
H -4.08 0.18 -1.95
I 0.78 -4.35 -0.19
C -0.16 -2.42 -0.58
H -1.21 -2.69 -0.64
H 0.18 -2.21 -1.60
C -3.99 -1.11 2.10
C -2.55 -1.10 1.87
N -1.42 -1.07 1.68
H -4.51 -1.23 1.15
H -4.30 -0.18 2.56
H -4.26 -1.95 2.75
```

## Properties
Multiplicity: 3
F_max: 0.9 eV/A
ΔE to the lowest compared entry with this formula, charge and spin: 5.7 kcal per mole
E_LUMO (spin up / spin down): 0.40 / 0.39 eV
Highest occupied orbital energy (spin up / spin down): -5.29 / -7.13 eV
Kohn-Sham gap (spin up / spin down): 5.69 / 7.52 eV


[4]
A structure of composition C35H41N6P2S3Zn, computed with ωB97M-V with the def2-TZVPD basis set.

The geometry in XYZ format:
```
88
Properties=species:S:1:pos:R:3
Zn 12.66 17.56 6.27
N 14.90 17.40 6.08
C 15.34 18.79 5.80
C 16.64 19.20 6.00
C 17.09 20.47 5.55
C 16.20 21.30 4.96
C 14.85 20.97 4.80
C 13.94 21.83 4.13
C 12.57 21.48 4.19
C 12.19 20.29 4.73
N 12.99 19.33 5.25
C 14.35 19.69 5.28
H 15.48 16.96 6.80
H 14.87 16.75 5.26
H 17.29 18.47 6.53
H 18.14 20.73 5.73
H 16.48 22.28 4.59
H 14.22 22.75 3.61
H 11.73 22.11 3.83
H 11.11 20.07 4.69
C 8.97 18.45 5.44
P 10.06 17.43 6.56
C 9.83 18.21 8.15
N 8.72 18.96 8.22
C 8.37 19.31 9.51
C 7.24 20.15 9.70
C 6.97 20.56 10.97
C 7.81 20.32 12.05
C 8.96 19.59 11.89
C 9.26 19.03 10.63
N 10.47 18.40 10.45
C 10.78 18.12 9.21
P 12.51 17.62 8.90
C 12.55 15.88 9.54
C 13.48 18.69 10.15
C 14.97 18.47 9.79
C 13.28 18.21 11.59
C 13.08 20.17 9.93
C 9.10 15.79 6.66
C 8.98 15.21 5.26
C 7.71 16.10 7.25
C 9.85 14.81 7.57
H 8.31 17.78 4.86
H 9.60 18.91 4.66
H 8.33 19.16 6.04
H 6.79 20.55 8.75
H 6.07 21.18 11.13
H 7.57 20.66 13.06
H 9.72 19.46 12.63
H 11.77 15.62 10.28
H 13.56 15.74 10.03
H 12.51 15.23 8.70
H 15.30 17.42 9.77
H 15.60 18.99 10.56
H 15.22 18.99 8.84
H 13.85 17.22 11.79
H 12.21 18.06 11.83
H 13.68 19.02 12.31
H 13.28 20.46 8.89
H 13.65 20.91 10.53
H 12.01 20.29 10.18
H 8.32 15.72 4.53
H 8.71 14.11 5.37
H 9.98 15.20 4.76
H 7.06 16.70 6.63
H 7.80 16.63 8.17
H 7.21 15.15 7.56
H 10.90 14.67 7.25
H 9.42 13.78 7.54
H 9.77 15.15 8.64
S 12.11 10.24 5.70
C 12.68 11.80 5.71
S 11.80 12.96 4.78
C 12.99 14.22 5.18
N 13.91 13.79 6.07
N 13.77 12.42 6.36
C 14.72 11.71 7.17
C 14.64 10.35 7.46
C 15.74 9.69 7.96
C 16.95 10.39 8.22
C 16.97 11.76 8.01
C 15.85 12.43 7.56
S 12.91 15.76 4.46
H 13.66 9.89 7.26
H 15.68 8.57 8.05
H 17.85 9.79 8.54
H 17.86 12.37 8.13
H 15.90 13.50 7.29
```

## Properties
Total charge: +1
F_max: 3.6 eV/A
ΔE to the lowest compared entry with this formula, charge and spin: 12.8 kcal per mole
E_LUMO: -3.66 eV
Highest occupied orbital energy: -9.37 eV
Kohn-Sham gap: 5.70 eV


[5]
A structure of composition C35H42AsCl2ErN2O4, computed with ωB97M-V with the def2-TZVPD basis set.

The geometry in XYZ format:
```
87
Properties=species:S:1:pos:R:3
O 2.40 2.69 -4.93
C 3.38 3.37 -5.15
C 4.64 2.88 -5.74
C 4.78 1.54 -6.10
H 3.95 0.86 -5.93
C 5.97 1.10 -6.65
H 6.09 0.06 -6.93
C 7.02 1.99 -6.85
H 7.95 1.64 -7.28
C 6.88 3.33 -6.50
H 7.70 4.02 -6.66
C 5.69 3.77 -5.94
H 5.57 4.81 -5.66
H 3.39 4.46 -4.91
C 2.97 1.37 0.84
C 1.57 0.99 1.18
H 3.59 1.54 1.71
H 2.97 2.28 0.23
H 3.44 0.60 0.23
C 1.03 1.05 2.41
C 1.69 1.49 3.68
H -0.01 0.77 2.53
H 2.75 1.69 3.57
H 1.58 0.73 4.47
H 1.22 2.40 4.07
Er 0.38 0.39 -0.35
Cl 1.68 -1.47 -0.91
Cl 1.28 1.83 -1.91
H 0.16 -0.89 -5.26
H -0.33 -3.35 -4.80
C 0.31 -0.75 -4.19
C -0.13 -3.14 -3.75
N -0.44 -1.75 -3.46
H -0.01 0.23 -3.89
C -1.11 -1.43 -2.36
O -1.28 -0.28 -1.93
H -0.75 -3.79 -3.14
H -1.54 -2.29 -1.84
H 1.37 -0.84 -3.96
H 0.91 -3.35 -3.53
H -3.97 3.57 0.97
H -4.12 4.16 -1.59
C -2.90 3.74 0.87
C -3.04 4.27 -1.55
N -2.48 3.46 -0.49
H -2.36 3.09 1.54
C -1.58 2.50 -0.76
O -1.08 1.78 0.12
H -2.62 3.97 -2.50
H -1.31 2.40 -1.81
H -2.69 4.78 1.12
H -2.81 5.32 -1.39
O -0.81 -0.95 0.99
As -1.47 -1.60 2.38
C -0.70 -3.39 2.39
C -1.51 -4.52 2.27
C -0.93 -5.80 2.28
C 0.45 -5.94 2.40
C 1.27 -4.80 2.51
C 0.69 -3.53 2.51
C -1.16 -0.68 4.08
C -1.71 0.59 4.33
C -1.50 1.23 5.55
C -0.74 0.60 6.55
C -0.20 -0.67 6.32
C -0.41 -1.31 5.09
C -3.39 -1.64 2.08
C -3.95 -1.05 0.94
C -5.34 -1.07 0.76
C -6.17 -1.67 1.72
C -5.60 -2.25 2.86
C -4.22 -2.24 3.04
H -2.58 -4.42 2.18
H -1.56 -6.67 2.19
H 0.90 -6.92 2.40
H 2.34 -4.91 2.60
H 1.32 -2.66 2.59
H -2.30 1.07 3.56
H -1.92 2.21 5.73
H -0.58 1.10 7.49
H 0.38 -1.15 7.09
H 0.02 -2.29 4.93
H -3.32 -0.58 0.20
H -5.78 -0.62 -0.12
H -7.24 -1.68 1.58
H -6.24 -2.71 3.61
H -3.79 -2.68 3.93
```

## Properties
Multiplicity: 4
F_max: 5.1 eV/A
E_LUMO (spin up / spin down): 0.39 / 0.39 eV
Highest occupied orbital energy (spin up / spin down): -6.28 / -6.24 eV
Kohn-Sham gap (spin up / spin down): 6.66 / 6.63 eV